1.
Molecular formula: C29H45CaCl2N11O6S
Method: DFT, ωB97M-V/def2-TZVPD

- LUMO: 0.4 eV
- Total energy: -113801.3017 eV
- F_max: 0.6 eV/Å
- Orbital gap: 7.320 eV

Element x y z (Å)
Ca: 0.480 -0.077 0.445
C: 2.601 1.693 2.642
C: 1.220 1.839 3.284
N: 0.162 1.958 2.287
C: 0.125 3.275 1.647
C: 0.017 3.196 0.129
N: 0.927 2.205 -0.431
C: 2.365 2.503 -0.331
C: 3.196 1.358 0.262
N: 2.596 0.805 1.480
H: 3.299 1.338 3.406
H: 2.969 2.673 2.329
H: 1.251 2.708 3.960
H: 1.023 0.964 3.892
H: -0.746 1.728 2.676
H: 1.039 3.812 1.914
H: -0.703 3.885 2.023
H: 0.178 4.206 -0.280
H: -0.998 2.894 -0.141
H: 0.698 2.005 -1.398
H: 2.494 3.402 0.277
H: 2.777 2.738 -1.316
H: 4.210 1.746 0.437
H: 3.269 0.550 -0.467
H: 3.002 -0.097 1.701
O: 1.260 -1.476 3.922
S: -0.120 -1.236 4.438
C: 0.043 -1.119 6.273
C: -0.543 -2.382 6.904
C: -0.413 -3.482 5.853
C: -0.930 -2.853 4.572
H: -0.407 -0.192 6.625
H: 1.124 -1.062 6.409
H: -1.600 -2.229 7.135
H: -0.037 -2.627 7.838
H: -0.973 -4.379 6.120
H: 0.635 -3.766 5.726
H: -2.006 -2.660 4.618
H: -0.726 -3.363 3.631
C: -3.112 -1.589 -0.131
O: -2.470 -2.693 0.513
C: -1.416 -2.446 1.363
O: -1.134 -1.224 1.485
H: -3.981 -2.005 -0.641
H: -2.453 -1.104 -0.854
H: -3.435 -0.862 0.613
Cl: 1.057 2.998 -4.286
C: -0.553 2.419 -4.012
C: -1.288 3.029 -3.012
C: -2.602 2.666 -2.774
C: -3.174 1.675 -3.554
C: -2.426 1.059 -4.538
Cl: -3.181 -0.192 -5.487
C: -1.095 1.403 -4.820
N: -0.426 0.833 -5.891
C: 0.947 0.413 -5.833
C: 1.816 0.891 -6.806
C: 3.145 0.508 -6.806
C: 3.610 -0.351 -5.819
C: 2.736 -0.840 -4.863
C: 1.389 -0.485 -4.864
C: 0.458 -1.078 -3.846
C: 0.578 -0.430 -2.464
O: 1.659 0.067 -2.114
O: -0.453 -0.502 -1.714
H: -0.823 3.825 -2.445
H: -3.170 3.172 -2.004
H: -4.207 1.373 -3.426
H: -1.014 0.232 -6.447
H: 1.434 1.588 -7.541
H: 3.818 0.886 -7.565
H: 4.651 -0.647 -5.800
H: 3.092 -1.514 -4.093
H: 0.716 -2.131 -3.697
H: -0.582 -1.062 -4.160
N: -4.923 1.409 -0.474
N: -4.319 1.419 0.776
N: -4.866 0.873 1.836
C: -3.925 1.098 2.746
N: -2.884 1.761 2.236
N: -3.154 1.966 0.970
H: -5.625 0.676 -0.435
H: -4.204 1.115 -1.133
H: -3.997 0.765 3.766
C: 2.572 -3.863 1.961
N: 1.733 -4.130 0.802
C: 1.317 -3.100 0.031
N: 0.406 -3.381 -0.949
O: 1.791 -1.959 0.162
H: 2.982 -4.807 2.317
H: 2.025 -3.360 2.760
H: 3.396 -3.223 1.657
H: 1.106 -4.914 0.865
H: -0.217 -4.154 -0.772
H: -0.084 -2.554 -1.280

Atomic partial charges in e from the Löwdin method, atoms 1 to 8: number 1, Ca, carries 1.407; number 2, C, carries -0.186; number 3, C, carries -0.215; number 4, N, carries -0.092; number 5, C, carries -0.204; number 6, C, carries -0.222; number 7, N, carries -0.138; number 8, C, carries -0.181

=====

2.
Molecular formula: C29H45F4N4O2SSeSiTi
Method: DFT, ωB97M-V/def2-TZVPD

- Charge: -1
- LUMO (alpha / beta): 2.2 / 2.2 eV
- Total energy: -158907.0821 eV
- F_max: 4.1 eV/Å
- ΔE to the lowest compared entry with this formula, charge and spin: 189.9 kJ/mol
- Spin multiplicity: 3
- Orbital gap (alpha / beta): 4.208 / 6.057 eV

Element x y z (Å)
Ti: -0.074 0.047 0.523
C: -1.954 1.202 3.024
C: -2.861 0.575 1.954
N: -2.097 -0.430 1.237
C: -2.204 -1.772 1.762
C: -1.291 -2.036 2.966
S: 0.460 -1.511 2.721
C: 0.635 -0.197 3.993
C: 0.444 1.234 3.460
N: -0.607 1.265 2.470
H: -2.332 2.194 3.317
H: -1.945 0.585 3.927
H: -3.773 0.162 2.416
H: -3.147 1.359 1.253
H: -2.303 -0.418 0.224
H: -3.239 -1.990 2.093
H: -1.946 -2.480 0.969
H: -1.654 -1.538 3.860
H: -1.251 -3.109 3.157
H: -0.083 -0.432 4.779
H: 1.642 -0.320 4.392
H: 0.238 1.893 4.324
H: 1.367 1.578 2.995
H: -0.548 2.076 1.848
C: 3.540 -0.734 -1.428
N: 2.920 -1.383 -0.294
C: 3.036 -2.819 -0.396
C: 3.395 -0.907 0.987
C: 3.025 0.567 1.220
N: 1.719 0.857 0.670
C: 1.651 1.961 -0.099
C: 0.930 1.907 -1.316
F: 0.266 0.728 -1.536
C: 0.917 2.919 -2.240
F: 0.310 2.752 -3.429
C: 1.582 4.120 -1.985
C: 2.241 4.238 -0.773
F: 2.866 5.410 -0.491
C: 2.301 3.206 0.138
F: 2.957 3.396 1.328
H: 4.631 -0.935 -1.491
H: 3.062 -1.102 -2.337
H: 3.387 0.343 -1.380
H: 4.088 -3.153 -0.463
H: 2.582 -3.278 0.478
H: 2.503 -3.165 -1.279
H: 2.910 -1.514 1.757
H: 4.497 -1.014 1.095
H: 3.118 0.762 2.302
H: 3.781 1.191 0.722
H: 1.564 4.926 -2.694
C: 0.037 -6.703 -4.252
C: -0.134 -5.457 -3.431
C: -0.048 -5.496 -2.045
C: -0.205 -4.361 -1.269
C: -0.151 -4.492 0.229
C: -0.466 -3.132 -1.899
C: -0.531 -3.072 -3.306
C: -0.738 -1.751 -3.983
C: -0.366 -4.227 -4.044
C: -0.663 -1.889 -1.112
O: -1.636 -1.129 -1.331
O: 0.166 -1.649 -0.168
H: 0.143 -7.575 -3.609
H: 0.923 -6.637 -4.886
H: -0.822 -6.859 -4.906
H: 0.148 -6.441 -1.551
H: 0.504 -5.314 0.518
H: -1.147 -4.701 0.628
H: 0.214 -3.572 0.679
H: 0.018 -1.037 -3.652
H: -1.700 -1.329 -3.697
H: -0.690 -1.841 -5.068
H: -0.416 -4.175 -5.124
C: -4.191 5.146 0.536
Si: -2.301 4.952 0.309
C: -1.689 6.223 -0.971
C: -1.455 5.323 1.983
Se: -1.819 2.864 -0.295
H: -4.489 6.184 0.654
H: -4.534 4.596 1.408
H: -4.708 4.740 -0.327
H: -2.136 7.202 -0.826
H: -1.927 5.884 -1.974
H: -0.611 6.330 -0.910
H: -1.632 6.343 2.309
H: -0.382 5.177 1.898
H: -1.820 4.655 2.759

Atomic partial charges in e from the Löwdin method, atoms 1 to 8: number 1, Ti, carries 0.660; number 2, C, carries -0.187; number 3, C, carries -0.221; number 4, N, carries -0.167; number 5, C, carries -0.248; number 6, C, carries -0.386; number 7, S, carries 0.947; number 8, C, carries -0.399

=====

3.
Molecular formula: C29H46AuN4
Method: DFT, ωB97M-V/def2-TZVPD

- Charge: -1
- LUMO: 2.7 eV
- Total energy: -40472.6743 eV
- F_max: 0.5 eV/Å
- Orbital gap: 4.646 eV

Element x y z (Å)
Au: -0.028 -0.504 -1.015
C: -2.870 -0.353 1.730
C: -3.727 0.907 1.561
C: -3.387 1.960 2.635
C: -3.840 1.434 0.120
C: -5.110 1.903 -0.204
C: -5.510 2.136 -1.506
C: -4.606 1.819 -2.513
C: -3.307 1.399 -2.260
C: -2.469 1.117 -3.504
C: -1.146 1.887 -3.585
C: -2.284 -0.390 -3.720
C: -2.841 1.301 -0.904
N: -1.524 1.113 -0.613
C: -0.951 1.890 0.386
C: 0.297 1.710 0.872
N: 1.169 0.750 0.385
C: 2.318 0.405 1.027
C: 2.406 0.233 2.440
C: 3.638 -0.013 3.036
C: 4.796 -0.163 2.293
C: 4.707 -0.092 0.904
C: 3.510 0.174 0.263
C: 3.452 0.350 -1.240
C: 4.515 -0.440 -2.003
C: 3.517 1.840 -1.593
C: 1.149 0.175 3.293
C: 0.960 -1.237 3.864
C: 1.142 1.205 4.424
H: -2.995 -0.741 2.747
H: -1.814 -0.149 1.563
H: -3.193 -1.125 1.025
H: -4.746 0.583 1.787
H: -2.310 2.058 2.772
H: -3.820 1.672 3.598
H: -3.792 2.935 2.359
H: -5.831 2.035 0.600
H: -6.502 2.505 -1.736
H: -4.922 1.925 -3.546
H: -3.071 1.471 -4.346
H: -0.468 1.600 -2.783
H: -1.332 2.960 -3.501
H: -0.662 1.696 -4.550
H: -1.726 -0.825 -2.886
H: -1.737 -0.584 -4.651
H: -3.257 -0.884 -3.781
H: -1.507 2.761 0.718
H: 0.680 2.424 1.603
H: 3.692 -0.118 4.117
H: 5.747 -0.348 2.778
H: 5.609 -0.227 0.317
H: 2.466 0.001 -1.557
H: 5.518 -0.036 -1.839
H: 4.317 -0.391 -3.078
H: 4.523 -1.491 -1.700
H: 4.444 2.279 -1.214
H: 2.670 2.353 -1.137
H: 3.472 1.994 -2.677
H: 0.295 0.383 2.653
H: 1.772 -1.493 4.551
H: 0.957 -1.979 3.062
H: 0.015 -1.313 4.410
H: 1.986 1.051 5.102
H: 0.221 1.127 5.008
H: 1.210 2.218 4.024
N: -0.669 -2.691 0.203
C: 0.450 -3.615 0.352
C: 0.899 -4.171 -0.997
C: 1.699 -3.196 -1.863
N: 0.861 -2.159 -2.479
H: -0.898 -2.235 1.078
H: -1.504 -3.139 -0.152
H: 0.225 -4.452 1.027
H: 1.277 -3.050 0.792
H: 0.022 -4.518 -1.557
H: 1.529 -5.044 -0.811
H: 2.241 -3.772 -2.623
H: 2.438 -2.688 -1.239
H: 0.126 -2.559 -3.050
H: 1.423 -1.554 -3.066

Atomic partial charges in e from the Löwdin method, atoms 1 to 8: number 1, Au, carries 0.762; number 2, C, carries -0.085; number 3, C, carries -0.370; number 4, C, carries -0.079; number 5, C, carries -0.139; number 6, C, carries -0.091; number 7, C, carries -0.129; number 8, C, carries -0.084

=====

4.
Molecular formula: C29H46AuP2S
Method: DFT, ωB97M-V/def2-TZVPD

- Charge: +1
- LUMO (alpha / beta): -4.3 / -4.3 eV
- Total energy: -63909.2876 eV
- F_max: 2.8 eV/Å
- ΔE to the lowest compared entry with this formula, charge and spin: 336.9 kJ/mol
- Spin multiplicity: 3
- Orbital gap (alpha / beta): 4.972 / 4.848 eV

Element x y z (Å)
Au: 0.955 -1.955 -1.370
C: -0.574 -2.387 2.080
C: 0.723 -2.644 1.479
C: 0.976 -1.295 3.373
C: -0.412 -1.568 3.220
C: 1.661 -1.969 2.339
C: -1.871 -2.953 1.672
H: -1.754 -3.577 0.778
H: -2.574 -2.131 1.474
H: -2.347 -3.571 2.458
C: -1.477 -1.084 4.139
H: -2.401 -1.672 4.047
H: -1.731 -0.038 3.946
H: -1.126 -1.132 5.175
C: 1.559 -0.441 4.437
H: 1.011 -0.523 5.392
H: 1.522 0.625 4.177
H: 2.611 -0.693 4.617
C: 3.127 -1.999 2.242
H: 3.632 -2.518 3.084
H: 3.513 -0.964 2.253
H: 3.449 -2.489 1.313
C: 1.036 -4.004 0.972
H: 1.071 -4.716 1.810
H: 2.015 -4.035 0.495
H: 0.267 -4.373 0.303
C: -1.296 0.488 -4.225
C: -1.432 -0.850 -4.398
C: -0.589 -1.707 -5.256
C: 0.929 -1.278 -5.280
C: 1.483 -0.780 -4.007
C: 1.727 0.563 -3.640
C: 1.040 1.653 -4.540
C: -0.419 1.457 -5.009
H: -0.952 -1.702 -6.301
H: 1.116 -0.587 -6.113
H: -0.676 -2.746 -4.915
H: -0.452 1.204 -6.081
H: -1.984 0.957 -3.517
H: -2.357 -1.317 -4.040
H: -0.899 2.455 -4.929
H: 1.159 2.635 -4.055
H: 2.776 0.899 -3.537
H: 1.659 1.697 -5.461
H: 1.461 -2.210 -5.554
H: 1.828 -1.521 -3.290
P: -1.185 -0.191 -0.524
C: -2.301 1.012 0.317
C: -2.475 -1.231 -1.303
P: 1.875 0.426 -1.587
C: -0.172 0.806 -1.658
C: 3.697 -0.267 -1.568
C: 2.249 1.593 -0.287
H: -1.803 1.310 1.260
H: -3.266 0.568 0.594
H: -2.476 1.916 -0.293
H: -2.136 -1.978 -2.087
H: -3.264 -0.629 -1.727
H: -2.913 -1.790 -0.457
H: 2.405 2.598 -0.653
H: 3.114 1.327 0.321
H: 1.417 1.624 0.403
H: -0.351 1.898 -1.599
H: -0.288 0.425 -2.708
H: 4.002 -0.533 -0.540
H: 4.439 0.428 -1.992
H: 3.755 -1.189 -2.122
S: -0.026 1.861 2.453
C: -1.025 2.977 3.210
C: -1.156 2.922 4.621
C: -1.871 3.896 5.290
C: -2.528 4.914 4.581
C: -2.491 4.911 3.173
C: -1.760 3.955 2.485
H: -0.682 2.106 5.163
H: -1.900 3.835 6.368
H: -3.079 5.702 5.110
H: -3.037 5.660 2.599
H: -1.744 3.932 1.395

Atomic partial charges in e from the Löwdin method, atoms 1 to 8: number 1, Au, carries 0.619; number 2, C, carries -0.211; number 3, C, carries -0.288; number 4, C, carries -0.197; number 5, C, carries -0.210; number 6, C, carries -0.208; number 7, C, carries -0.042; number 8, H, carries 0.078

=====

5.
Molecular formula: C29H46ClIrN3O2SeSi2
Method: DFT, ωB97M-V/def2-TZVPD

- Charge: +1
- LUMO (alpha / beta): -3.7 / -3.9 eV
- Total energy: -135845.9007 eV
- F_max: 1.5 eV/Å
- Orbital gap (alpha / beta): 6.584 / 6.614 eV

Element x y z (Å)
Ir: -0.143 0.215 0.137
C: 1.487 -1.358 4.564
Si: 1.512 -0.797 2.779
C: 2.622 0.706 2.631
C: 2.118 -2.272 1.788
C: -0.250 -0.352 2.183
C: -0.959 -1.602 1.773
C: -1.637 -2.624 2.421
C: -2.143 -3.649 1.640
C: -1.985 -3.634 0.253
C: -1.311 -2.590 -0.341
N: -0.813 -1.620 0.429
Si: -1.289 0.967 3.095
C: -2.982 1.058 2.296
C: -0.395 2.604 3.041
C: -1.548 0.477 4.885
H: 2.488 -1.689 4.850
H: 0.810 -2.200 4.721
H: 1.203 -0.562 5.249
H: 3.640 0.400 2.380
H: 2.664 1.253 3.574
H: 2.272 1.393 1.859
H: 3.181 -2.434 1.978
H: 1.989 -2.167 0.711
H: 1.593 -3.180 2.093
H: -1.752 -2.609 3.495
H: -2.672 -4.470 2.104
H: -2.384 -4.427 -0.361
H: -1.162 -2.506 -1.408
H: -3.021 1.699 1.417
H: -3.695 1.457 3.020
H: -3.346 0.075 1.989
H: -0.164 2.924 2.024
H: 0.536 2.558 3.609
H: -1.020 3.372 3.502
H: -2.125 -0.446 4.979
H: -2.115 1.262 5.390
H: -0.616 0.347 5.429
C: 5.179 1.755 -2.843
C: 5.576 1.979 -1.384
C: 4.845 3.124 -0.679
C: 3.409 2.825 -0.265
N: 2.491 2.727 -1.399
C: 1.915 1.615 -1.868
Se: 1.985 -0.106 -1.074
N: 1.209 1.914 -2.972
C: 0.462 0.964 -3.802
C: 1.385 0.080 -4.634
C: 2.223 0.833 -5.665
C: 1.405 1.449 -6.794
C: 1.294 3.284 -3.194
C: 0.708 4.109 -4.149
C: 0.984 5.459 -4.056
C: 1.811 5.975 -3.048
C: 2.390 5.157 -2.099
C: 2.113 3.798 -2.194
H: 5.899 1.108 -3.342
H: 5.151 2.700 -3.391
H: 4.203 1.278 -2.947
H: 6.644 2.200 -1.349
H: 5.439 1.056 -0.813
H: 4.875 4.017 -1.309
H: 5.376 3.381 0.240
H: 3.016 3.598 0.398
H: 3.352 1.874 0.263
H: -0.189 1.561 -4.439
H: -0.175 0.373 -3.144
H: 0.760 -0.662 -5.138
H: 2.035 -0.474 -3.952
H: 2.945 0.133 -6.089
H: 2.817 1.604 -5.163
H: 0.708 0.723 -7.214
H: 2.051 1.790 -7.602
H: 0.827 2.314 -6.468
H: 0.066 3.725 -4.927
H: 0.549 6.137 -4.777
H: 1.994 7.039 -3.012
H: 3.020 5.558 -1.319
Cl: -4.043 2.908 -1.585
C: -2.345 3.276 -1.280
C: -1.547 2.097 -0.794
O: -1.985 0.913 -0.804
O: -0.374 2.333 -0.365
H: -2.270 4.066 -0.535
H: -1.890 3.640 -2.201

Atomic partial charges in e from the Löwdin method, atoms 1 to 8: number 1, Ir, carries 1.077; number 2, C, carries -0.164; number 3, Si, carries 0.459; number 4, C, carries -0.177; number 5, C, carries -0.180; number 6, C, carries -0.419; number 7, C, carries -0.373; number 8, C, carries 0.006